The following is a DFT calculation (wB97M-V/def2-TZVPD) of the ion C4H11N2S2 with charge +1.

Positions of all 19 atoms, in Å:
1 C 1.137 -0.861 0.008
2 C 0.531 -0.837 1.451
3 C -1.517 0.046 0.212
4 C 0.599 0.905 -1.569
5 N 0.278 -0.374 -1.042
6 N -0.935 -0.750 1.370
7 S -1.691 1.739 0.617
8 S -2.627 -0.884 -0.803
9 H 2.086 -0.301 -0.030
10 H 1.583 -1.912 -0.408
11 H 0.905 -1.527 2.053
12 H 1.030 0.196 1.779
13 H 0.784 1.766 -0.943
14 H 1.616 0.517 -2.178
15 H -0.114 1.124 -2.392
16 H -1.491 -1.614 1.486
17 H -1.112 -0.150 2.125
18 H -2.487 2.053 -0.415
19 H -1.543 -1.751 -1.172

## Properties
relative energy (zero: lowest compared OMol25 entry of this formula, charge and spin)	439.5	kJ/mol
net charge	+1
E_HOMO (spin up / spin down)	-12.326 / -12.486	eV
lowest unoccupied orbital energy (spin up / spin down)	-4.2 / -4.3	eV
energy	-28965.5906	eV


The following is a DFT calculation (wB97M-V/def2-TZVPD) of the ion C4H11N2Se with charge +1.

Positions of all 18 atoms, in Å:
1 C 1.443 1.401 -0.863
2 C 0.744 -0.628 1.320
3 C -1.001 0.520 -0.273
4 C -0.445 -0.751 0.325
5 N -1.635 1.308 0.522
6 N -0.108 -1.730 -0.713
7 Se 2.257 0.091 0.099
8 H 1.184 1.262 -1.949
9 H 1.328 2.360 -0.584
10 H 0.464 0.229 2.117
11 H 1.122 -1.474 1.794
12 H -1.106 0.816 -1.264
13 H -1.076 -1.307 1.096
14 H -2.106 2.110 0.096
15 H -1.896 0.931 1.427
16 H -0.659 -1.759 -1.554
17 H 1.719 -0.917 -0.794
18 H 0.189 -2.548 -0.245

## Properties
relative energy (zero: lowest compared OMol25 entry of this formula, charge and spin)	343.7	kJ/mol
net charge	+1
E_HOMO (spin up / spin down)	-11.268 / -11.267	eV
lowest unoccupied orbital energy (spin up / spin down)	-3.9 / -3.9	eV
energy	-72641.7376	eV


The following is a DFT calculation (wB97M-V/def2-TZVPD) of the ion C4H11N2Si with charge +1.

Positions of all 18 atoms, in Å:
1 C 1.052 1.496 -0.940
2 Si -0.178 0.329 -0.028
3 C -1.468 -0.454 -1.158
4 C -0.695 0.866 1.740
5 C 1.126 -1.129 0.339
6 N 0.622 -2.263 0.012
7 N -0.022 -3.137 -0.187
8 H 1.657 1.950 -0.110
9 H 1.419 0.866 -1.714
10 H 0.478 2.377 -1.222
11 H -1.209 -0.527 -2.141
12 H -1.825 -1.381 -0.879
13 H -2.412 0.078 -1.223
14 H 0.124 0.538 2.537
15 H -0.610 2.057 1.774
16 H -1.637 0.474 1.983
17 H 2.102 -0.922 -0.274
18 H 1.478 -1.219 1.493

## Properties
relative energy (zero: lowest compared OMol25 entry of this formula, charge and spin)	0.0	kJ/mol
net charge	+1
E_HOMO	-14.892	eV
structure (SMILES)	C[Si](C)(C)C[N+]#N
lowest unoccupied orbital energy	-4.9	eV
energy	-15175.5376	eV


The following is a DFT calculation (wB97M-V/def2-TZVPD) of the ion C4H11N3 with charge -1.

Positions of all 18 atoms, in Å:
1 C -0.985 -0.605 1.477
2 C -0.171 0.677 1.470
3 C 0.823 0.736 0.301
4 N 0.069 -0.566 -2.049
5 C 0.142 0.807 -1.921
6 N 0.459 1.458 -0.885
7 N -0.164 -1.825 1.293
8 H -1.864 -0.628 0.828
9 H -1.548 -0.663 2.429
10 H -0.839 1.539 1.363
11 H 0.378 0.780 2.398
12 H 1.205 -0.257 0.051
13 H 1.726 1.157 0.730
14 H -0.376 -0.896 -2.886
15 H 0.020 -1.141 -1.219
16 H 0.011 1.327 -2.867
17 H -0.575 -2.510 1.920
18 H 0.788 -1.618 1.576

## Properties
relative energy (zero: lowest compared OMol25 entry of this formula, charge and spin)	73.1	kJ/mol
⟨S²⟩	0.7503
net charge	-1
multiplicity	2
E_HOMO (spin up / spin down)	1.398 / -5.326	eV
lowest unoccupied orbital energy (spin up / spin down)	4.0 / 4.0	eV
energy	-8794.7141	eV


The following is a DFT calculation (wB97M-V/def2-TZVPD) of the ion C4H11N3 with charge -1.

Positions of all 18 atoms, in Å:
1 C -0.825 -1.810 0.181
2 C 0.065 -1.082 -0.821
3 C -0.215 0.435 -0.829
4 N 2.297 1.414 0.151
5 C 1.022 1.673 0.756
6 N -0.052 1.021 0.496
7 N -2.241 -1.446 0.097
8 H -0.736 -2.882 -0.009
9 H -0.396 -1.648 1.172
10 H -0.075 -1.482 -1.827
11 H 1.116 -1.250 -0.582
12 H 0.462 0.817 -1.599
13 H -1.274 0.627 -1.021
14 H 2.353 1.805 -0.777
15 H 3.003 1.920 0.692
16 H 0.991 2.529 1.432
17 H -2.793 -2.039 0.705
18 H -2.305 -0.513 0.496

## Properties
relative energy (zero: lowest compared OMol25 entry of this formula, charge and spin)	90.1	kJ/mol
⟨S²⟩	0.7509
net charge	-1
multiplicity	2
E_HOMO (spin up / spin down)	1.085 / -4.901	eV
lowest unoccupied orbital energy (spin up / spin down)	4.0 / 3.8	eV
energy	-8794.5380	eV


The following is a DFT calculation (wB97M-V/def2-TZVPD) of a structure of composition C4H11N3.

Positions of all 18 atoms, in Å:
1 C -0.764 2.186 -0.357
2 C -1.642 -1.349 -0.299
3 C 1.740 0.725 0.093
4 N -0.744 0.772 -0.050
5 C 0.371 0.100 0.012
6 N 1.057 -2.047 0.684
7 N 0.201 -1.237 -0.097
8 H 0.735 -2.089 1.651
9 H 1.035 -2.993 0.316
10 H -1.805 2.519 -0.392
11 H -0.310 2.422 -1.327
12 H -0.261 2.777 0.418
13 H -1.594 -2.368 -0.673
14 H -2.229 -0.775 -1.011
15 H -2.023 -1.315 0.717
16 H 2.512 -0.044 0.114
17 H 1.901 1.362 -0.782
18 H 1.822 1.353 0.983

## Properties
relative energy (zero: lowest compared OMol25 entry of this formula, charge and spin)	403.5	kJ/mol
net charge	0
E_HOMO	-8.197	eV
lowest unoccupied orbital energy	1.0	eV
energy	-8793.4371	eV


The following is a DFT calculation (wB97M-V/def2-TZVPD) of the molecule C4H11N3.

Positions of all 18 atoms, in Å:
1 H 0.301 1.788 -3.679
2 N 0.306 1.880 -2.665
3 C 0.680 0.797 -2.131
4 N 0.813 0.664 -0.754
5 C -0.436 0.852 0.045
6 C -1.115 -0.461 0.446
7 C -0.451 -1.096 1.665
8 N 1.000 -1.182 1.496
9 H 0.874 -0.093 -2.743
10 H 1.227 -0.232 -0.526
11 H -0.210 1.449 0.928
12 H -1.036 1.486 -0.608
13 H -1.111 -1.088 -0.446
14 H -2.107 -0.135 0.774
15 H -0.837 -2.101 1.820
16 H -0.753 -0.489 2.527
17 H 1.418 -1.766 2.215
18 H 1.438 -0.273 1.637

## Properties
relative energy (zero: lowest compared OMol25 entry of this formula, charge and spin)	146.1	kJ/mol
net charge	0
E_HOMO	-8.971	eV
structure (SMILES)	[H]/N=C/NCCCN
lowest unoccupied orbital energy	1.0	eV
energy	-8796.1050	eV


Q: What is the net charge in the fourth record?
A: -1


Q: What is the energy in the fourth record?
A: -8794.7141 eV